Record 1
Computed, not measured: an isolated molecule of C6H9NS at a distorted geometry, with ωB97M-V/def2-TZVPD.

XYZ file:
```
17
Properties=species:S:1:pos:R:3:forces:R:3:mulliken_charge:R:1
C 0.114994 -0.782369 1.816275 -0.217 0.328 -0.757 -0.73
C 1.380904 -0.294287 1.182887 0.427 0.100 -0.508 -0.13
C 1.532770 0.226012 -0.032103 -0.619 0.224 -0.774 -0.59
C 0.477437 0.522069 -1.088451 -0.056 -0.311 0.303 0.06
N -0.415166 -0.552120 -1.572253 0.767 -2.360 0.257 -0.50
C -1.634890 0.193159 -1.233318 -0.292 -1.188 -0.354 -0.36
C -0.766961 1.284328 -0.669117 -0.628 0.741 0.958 0.03
S -1.097533 2.544837 0.281514 0.291 -0.391 -0.533 -0.27
H -0.712578 -0.718744 1.084041 0.259 0.315 0.628 -0.01
H 0.193065 -1.851982 2.008558 0.121 0.040 0.570 0.32
H -0.091601 -0.179021 2.718608 -0.159 -0.584 -0.309 0.27
H 2.323597 -0.371327 1.725375 -0.332 -0.188 0.265 0.35
H 2.510863 0.490105 -0.380544 0.542 0.115 0.189 0.34
H 0.892774 0.956956 -1.995925 0.571 0.393 0.246 0.42
H -0.255118 -1.510968 -1.163021 -0.425 1.710 -0.404 0.32
H -2.168016 0.380450 -2.174825 -0.302 0.426 0.501 0.23
H -2.284543 -0.337098 -0.507702 0.053 0.630 -0.278 0.26
```
Positions in Å, forces in eV/Å.

Properties
E_tot in a.u.: -686.8737
2S+1: 1
Structure (SMILES): C/C=C\[C@H]1NCC1=S

Record 2
Computed, not measured: a structure of composition C32H32BrNO3S3SbTeTi, with ωB97M-V/def2-TZVPD.

XYZ file:
```
75
Properties=species:S:1:pos:R:3:forces:R:3:mulliken_charge:R:1
Ti 0.859239 0.466613 0.473418 0.393 -0.113 0.699 0.00
S 1.437232 2.741414 1.457251 -0.060 0.025 -0.122 -0.44
C -0.049023 3.157246 2.191457 -0.033 -0.179 0.005 0.38
N -0.512165 2.625848 3.298390 -0.035 0.111 -0.071 -0.12
C -1.911634 2.904012 3.623018 0.001 -0.013 -0.012 -0.51
C -2.213884 4.245166 2.962372 0.001 0.014 0.007 -0.59
S -1.115363 4.314372 1.508024 -0.006 0.063 -0.022 -0.05
H 0.005247 1.882653 3.745345 -0.037 -0.111 -0.026 0.15
H -2.044894 2.942868 4.701780 -0.005 0.006 -0.003 0.41
H -2.532114 2.105803 3.209239 0.022 -0.023 -0.010 0.18
H -1.981299 5.087505 3.610898 0.004 -0.005 -0.003 0.38
H -3.247249 4.312498 2.634624 -0.003 0.012 0.010 0.41
Te 1.167346 -0.754374 2.808100 0.149 0.066 -0.069 -0.21
Br -3.357399 -1.026672 1.482728 0.002 0.001 0.019 -0.14
C -3.424586 -0.776166 -0.387276 -0.018 -0.013 -0.024 0.22
C -4.483426 -1.373058 -1.055549 0.012 0.015 0.012 -0.62
C -4.580752 -1.278437 -2.435204 0.001 -0.005 -0.011 -0.64
C -3.616150 -0.600351 -3.168775 0.003 -0.021 0.012 -0.60
C -2.555385 -0.017955 -2.505481 0.021 -0.021 0.015 -0.22
C -2.446798 -0.087959 -1.112218 -0.039 0.069 -0.040 0.38
C -1.254706 0.525989 -0.518218 -0.040 0.027 -0.057 1.29
O -0.195267 0.696912 -1.231025 0.036 0.008 0.009 -0.59
O -1.134151 0.840716 0.709154 -0.010 -0.016 -0.129 -0.15
H -5.225385 -1.918276 -0.489729 0.000 0.001 0.000 0.45
H -5.415640 -1.748227 -2.938604 0.001 0.000 0.000 0.42
H -3.682344 -0.538365 -4.246447 0.000 -0.002 0.009 0.42
H -1.784602 0.502446 -3.055240 0.033 0.005 -0.018 0.36
S 0.799224 -1.769420 0.692045 -0.116 0.005 -0.083 -0.11
Sb 0.284341 -2.596234 -2.704673 0.104 0.034 0.019 0.73
C 2.282117 -3.290044 -3.045908 -0.020 0.011 -0.069 -0.10
C 2.596525 -4.165149 -4.083817 -0.039 0.035 -0.030 0.12
C 3.903179 -4.584668 -4.283704 0.008 -0.017 -0.001 -0.73
C 4.915292 -4.138431 -3.443778 -0.008 -0.003 -0.002 -0.52
C 4.615138 -3.272184 -2.404106 0.026 0.016 0.034 -0.52
C 3.305210 -2.847096 -2.212284 -0.017 -0.021 0.070 -0.15
C -0.327886 -2.483992 -4.747186 0.008 0.029 0.022 0.58
C -0.177042 -1.259845 -5.396543 -0.006 0.019 -0.012 -0.58
C -0.543976 -1.110867 -6.726850 -0.002 0.009 0.000 -0.61
C -1.078082 -2.188274 -7.420071 0.003 -0.003 0.000 -0.49
C -1.238557 -3.409388 -6.781029 -0.010 -0.001 0.001 -0.69
C -0.864876 -3.557110 -5.450941 -0.025 -0.055 0.001 -0.35
C -0.575102 -4.487990 -2.242566 0.019 -0.010 0.066 0.28
C 0.201964 -5.546152 -1.780378 -0.006 -0.006 -0.034 -0.54
C -0.395119 -6.738908 -1.391531 -0.002 -0.004 0.000 -0.67
C -1.772562 -6.882731 -1.460196 -0.002 -0.009 -0.001 -0.48
C -2.555811 -5.830745 -1.915660 -0.011 -0.001 -0.006 -0.65
C -1.959604 -4.637895 -2.297427 -0.013 0.014 0.005 -0.35
H 1.816269 -4.520854 -4.747023 -0.002 -0.001 -0.011 0.39
H 4.133397 -5.264712 -5.093664 -0.003 0.001 -0.005 0.41
H 5.933164 -4.472489 -3.596453 0.002 0.004 0.000 0.38
H 5.401520 -2.940071 -1.735830 -0.020 0.013 -0.008 0.42
H 3.071056 -2.188671 -1.380381 0.009 0.034 0.002 -0.06
H 0.237904 -0.408019 -4.864189 -0.009 -0.009 -0.001 0.29
H -0.414279 -0.156778 -7.222132 -0.001 -0.002 0.001 0.41
H -1.367858 -2.076094 -8.456580 -0.001 -0.001 -0.003 0.40
H -1.654976 -4.251641 -7.318720 0.003 -0.002 -0.004 0.40
H -0.999088 -4.516541 -4.963169 0.008 0.019 -0.010 0.44
H 1.280495 -5.449729 -1.730954 -0.004 -0.003 0.007 0.40
H 0.218235 -7.557256 -1.036795 0.002 0.000 -0.001 0.41
H -2.236322 -7.813203 -1.160051 -0.002 -0.001 0.000 0.38
H -3.631460 -5.940282 -1.972088 -0.003 -0.001 0.000 0.41
H -2.583346 -3.821678 -2.649469 -0.012 0.014 0.003 0.44
C 4.971906 1.267061 -0.573520 -0.011 0.005 -0.014 -0.64
C 4.392828 1.116375 -1.981794 -0.003 -0.018 0.046 -0.63
C 2.896412 1.202278 -1.748024 -0.012 -0.002 -0.037 -0.14
O 2.709356 0.696723 -0.376831 -0.261 0.084 -0.158 0.57
C 4.005940 0.457687 0.263727 0.015 -0.064 0.003 -0.59
H 4.961198 2.311795 -0.259143 0.006 -0.001 0.001 0.28
H 5.989413 0.890921 -0.489788 -0.005 -0.005 -0.003 0.39
H 4.649920 0.143683 -2.400491 0.024 -0.035 -0.011 0.26
H 4.734080 1.889091 -2.667202 -0.004 0.001 0.002 0.40
H 2.304023 0.572985 -2.410857 -0.004 0.014 0.033 -0.13
H 2.519023 2.225082 -1.763220 0.004 -0.013 0.007 0.41
H 4.195866 -0.616071 0.213253 -0.007 0.019 0.013 0.19
H 3.913465 0.764997 1.303161 0.007 0.008 -0.011 0.34
```
Positions in Å, forces in eV/Å.

Properties
Total charge: +1
E_tot in a.u.: -6645.2956
2S+1: 1

Record 3
Computed, not measured: a structure of composition C20H43AlBeF10LiNaO9P2 at a distorted geometry, with ωB97M-V/def2-TZVPD.

XYZ file:
```
88
Properties=species:S:1:pos:R:3:forces:R:3:mulliken_charge:R:1
C -0.177079 2.564670 3.661915 -0.476 -1.408 -0.754 -1.06
C -0.622977 1.110300 3.170462 -0.829 1.625 -0.743 -0.20
C -1.769546 1.359476 2.093865 0.642 -0.411 1.463 -0.22
O -2.216620 0.051467 1.613199 0.835 0.110 1.064 -0.74
P -1.689498 -0.286927 -0.041351 -0.258 -0.858 -2.605 0.80
C -1.173271 -0.843191 -1.766061 -1.270 -1.033 -0.379 -0.20
O -0.565643 0.170743 -2.587174 0.638 -0.261 1.074 -0.49
C 0.424424 0.783140 -1.870274 1.881 2.645 1.170 -0.96
C 0.246226 2.182881 -1.461462 1.569 -0.558 0.578 -0.10
C 1.277122 2.902677 -0.724514 0.648 -0.651 0.169 0.69
C 1.112582 4.403752 -0.328725 0.273 -0.070 -0.882 -1.45
C 2.544458 2.240764 -0.349580 -2.570 -1.496 -1.521 -0.43
C 2.698115 0.849717 -0.766887 -1.042 1.482 0.125 -0.34
C 1.662376 0.138723 -1.510295 0.150 0.187 0.013 0.89
C 1.920104 -1.337575 -1.957495 1.949 0.559 0.245 0.51
C 2.557003 -2.103429 -0.717078 -0.347 -0.883 0.009 -1.46
C 2.972152 -1.386292 -3.152692 -1.256 -0.711 -0.123 -1.38
H 0.768590 2.478475 4.242617 -0.802 0.440 -0.301 0.33
H -1.033161 2.967748 4.250598 0.948 -0.077 -0.216 0.36
H -0.068575 3.173118 2.725664 0.201 -0.255 1.011 0.18
H -1.008740 0.487115 4.019691 0.445 0.411 -0.738 0.34
H 0.200233 0.588319 2.608608 -0.369 0.346 0.757 0.09
H -2.638801 1.893502 2.562950 0.777 -0.494 -0.672 0.38
H -1.317058 1.947716 1.256442 -0.561 -0.343 0.501 0.11
H -2.480064 -1.487238 0.038202 0.376 0.525 0.283 -0.29
H -2.263119 0.934711 -0.493377 0.133 -0.247 0.355 0.11
H -0.334992 -0.362788 0.443894 -0.376 0.183 -0.040 0.06
H -0.573203 -1.790942 -1.650265 -0.583 0.936 -0.154 -0.22
H -2.123296 -1.146006 -2.292905 0.938 0.287 0.407 0.53
H -0.691005 2.729774 -1.710103 0.851 -0.484 -0.013 0.67
H 1.012249 4.566734 0.772639 -0.208 -0.281 -0.775 0.25
H 2.035472 4.969786 -0.641265 -0.844 -0.593 0.194 0.46
H 0.277358 4.883072 -0.910452 0.692 -0.470 0.724 0.23
H 3.320149 2.829131 0.208822 -0.911 -0.746 -1.717 0.68
H 3.656999 0.348243 -0.489209 -0.994 0.173 -0.398 -0.21
H 1.023958 -1.882262 -2.322366 0.773 0.582 0.514 0.20
H 2.161535 -1.736879 0.264915 0.227 -0.390 -0.781 0.46
H 2.328681 -3.203547 -0.846654 -0.061 0.859 0.114 0.65
H 3.686943 -2.003123 -0.695586 -0.594 0.326 -0.123 0.18
H 2.881138 -2.413471 -3.603378 0.391 0.868 0.468 0.40
H 2.675735 -0.676637 -3.966226 0.480 -0.584 0.858 0.33
H 4.018583 -1.211240 -2.798705 -0.787 0.060 -0.392 0.16
F -1.875418 -4.137960 -1.374159 1.067 -0.169 -0.578 -0.35
Al -0.670878 -4.883766 -2.402929 -0.708 -0.711 -0.477 0.67
F -0.995563 -4.473822 -4.059152 0.427 -0.082 1.397 -0.44
F -0.714521 -6.608435 -2.209821 0.224 1.444 0.001 -0.44
F 0.921554 -4.273567 -1.953882 -0.821 -0.191 -0.110 -0.48
Na 3.886021 2.993355 1.967872 0.603 0.963 1.228 0.73
C -5.487252 -2.080469 1.608291 -0.147 -0.009 -0.033 -1.04
C -4.565743 -3.256946 1.887583 0.001 0.028 -0.147 0.31
O -5.245814 -4.474275 2.109210 -0.035 -0.027 0.298 -0.44
C -6.057953 -4.950261 1.045408 0.000 -0.028 -0.247 -0.40
C -5.288545 -5.203182 -0.240109 0.107 0.068 0.045 -0.95
H -6.188688 -1.941864 2.434848 0.078 0.023 -0.024 0.37
H -4.907058 -1.162579 1.481173 -0.006 -0.020 0.054 0.25
H -6.076295 -2.229058 0.702265 0.075 0.021 -0.040 0.30
H -3.998562 -3.049888 2.799663 -0.051 -0.161 0.056 0.17
H -3.827572 -3.378394 1.084915 -0.001 0.029 -0.088 -0.11
H -6.896439 -4.265767 0.874467 0.020 0.039 -0.046 0.27
H -6.493674 -5.890797 1.388592 0.110 0.099 0.190 0.37
H -4.834953 -4.292139 -0.633830 -0.038 -0.031 -0.066 0.19
H -5.954428 -5.603546 -1.006797 0.006 0.007 0.046 0.43
H -4.483094 -5.919765 -0.068154 -0.039 0.031 -0.022 0.28
O 4.100717 1.344555 -4.117285 0.081 -0.050 0.139 -0.66
H 3.317167 1.538297 -4.646975 0.101 0.204 -0.018 0.36
H 3.753411 1.190374 -3.231594 -0.139 0.174 -0.113 0.27
Li 4.141408 -3.837757 0.557661 -0.681 0.081 -0.285 0.75
C -3.502767 -5.302320 4.879560 -0.068 -0.089 -0.217 0.88
O -3.425823 -6.087736 3.945829 0.096 -0.085 0.040 -0.34
O -4.536277 -5.076107 5.547296 -0.139 0.026 0.100 -0.31
O -2.557840 -4.600046 5.311181 0.171 0.163 0.030 -0.34
O 6.325233 0.120579 0.001556 0.187 0.090 -0.069 -0.50
H 6.300698 -0.342016 -0.872630 -0.031 0.087 0.006 0.41
H 7.217377 0.507858 0.181546 -0.052 0.029 -0.032 0.46
H 6.033516 -0.481533 0.739811 -0.014 -0.027 -0.018 0.37
Be -0.965420 -1.190291 2.166884 -0.550 0.049 0.366 0.31
C 5.814315 6.256239 4.029024 -0.467 0.962 1.069 -0.58
O 6.028712 5.160519 3.278430 -0.343 -1.134 -0.799 -0.69
H 6.035449 6.172375 5.113924 0.153 -0.441 0.024 0.20
H 6.392267 7.164205 3.757230 0.217 -0.180 -0.485 0.20
H 4.778529 6.659100 4.048507 -0.184 -0.164 -0.312 0.18
F -0.690755 4.416968 -5.029714 -1.754 -0.121 -0.448 -0.34
P -0.030115 5.741590 -4.350126 -0.135 0.600 -0.720 1.02
F -1.305401 6.565594 -4.930145 -1.721 -0.236 0.818 -0.32
F 0.876885 6.242396 -3.084694 1.441 1.008 0.117 -0.33
F 0.645840 6.964522 -5.180724 1.841 -0.182 -0.582 -0.32
F 1.258215 4.841938 -4.790465 1.818 0.104 0.862 -0.33
F -0.966001 5.429615 -3.039950 -1.379 -1.493 0.312 -0.34
```
Positions in Å, forces in eV/Å.

Properties
E_tot in a.u.: -3573.0944
2S+1: 1

Record 4
Computed, not measured: a cluster of 5 separate species, C17H43F3NO7S in total at a distorted geometry, with ωB97M-V/def2-TZVPD.

XYZ file:
```
72
Properties=species:S:1:pos:R:3:forces:R:3:mulliken_charge:R:1
O 0.251641 1.804188 -1.354209 -1.036 0.599 -0.606 -0.46
S 1.009581 2.788621 -2.038730 2.346 -1.395 1.712 0.91
O 2.271185 3.171435 -1.493524 -0.559 0.567 -0.392 -0.49
N 0.116404 4.339609 -2.091490 -0.613 0.174 -0.354 -0.30
C -1.136616 4.476010 -2.944624 -0.430 0.458 -0.105 -0.82
C -2.358410 3.775518 -2.364442 -0.220 -0.067 -0.064 -0.12
C -2.750414 2.498640 -3.117845 0.172 0.219 0.011 -0.64
C -3.678919 1.589237 -2.325554 0.067 -0.463 -0.109 -0.54
O -2.968942 0.554853 -1.648474 0.154 0.356 -0.110 -0.51
C 1.455819 2.173116 -3.772203 -0.884 0.519 0.137 0.62
F 2.305917 3.001868 -4.287420 0.422 0.599 -0.392 -0.17
F 1.985536 1.032306 -3.499033 0.479 -0.921 0.101 -0.14
F 0.399132 2.040356 -4.532793 -0.449 -0.008 -0.311 -0.17
H -0.149504 4.490403 -1.107558 0.061 -0.054 0.041 0.40
H 0.786064 5.077635 -2.333685 0.190 -0.160 0.010 0.47
H -1.307091 5.552750 -2.991466 0.155 -0.012 0.061 0.39
H -0.916950 4.150610 -3.961008 0.214 -0.106 0.096 0.40
H -3.185009 4.482872 -2.456629 0.017 -0.023 0.133 0.43
H -2.255728 3.598866 -1.287090 0.138 -0.055 -0.021 0.12
H -1.859496 1.924400 -3.384941 -0.044 -0.104 -0.028 0.24
H -3.218595 2.798218 -4.058762 0.014 -0.049 0.011 0.43
H -4.346077 1.082097 -3.022839 -0.117 0.038 0.173 0.33
H -4.271110 2.162082 -1.605836 -0.103 0.047 -0.075 0.29
H -2.111321 0.910853 -1.387457 -0.069 -0.179 0.210 0.29
C -1.597657 0.762191 1.976817 -0.013 0.093 -0.227 -1.20
C -1.561503 2.276061 2.101055 -0.067 -0.271 0.253 1.27
C -0.707122 2.731339 3.273183 0.021 0.157 -0.076 -1.49
O -2.887371 2.791281 2.216732 0.090 0.194 -0.225 -0.58
H -2.032130 0.311797 2.868470 0.072 -0.036 0.053 0.39
H -2.216476 0.462295 1.128721 -0.009 0.010 0.008 0.26
H -0.597433 0.346578 1.841014 0.012 -0.002 0.062 0.39
H -1.169296 2.708268 1.170510 -0.034 0.059 -0.003 -0.47
H -1.114677 2.337221 4.206290 0.028 -0.066 -0.001 0.36
H -0.702258 3.819484 3.348505 0.001 -0.002 -0.011 0.39
H 0.322024 2.382590 3.176412 -0.009 -0.035 0.014 0.36
H -3.276280 2.424730 3.018531 -0.032 -0.014 -0.012 0.37
C -2.502118 -4.386426 4.003725 0.154 0.054 0.051 -1.15
C -3.074472 -3.017148 3.679161 -0.047 -0.219 -0.178 0.40
C -4.225040 -3.110487 2.689337 -0.011 0.125 -0.004 -1.30
O -2.052821 -2.152493 3.170511 -0.028 0.030 0.105 -0.47
H -2.106352 -4.857085 3.099109 -0.090 -0.054 -0.019 0.17
H -1.682721 -4.298531 4.718048 -0.024 0.013 0.026 0.33
H -3.261785 -5.044762 4.425226 -0.010 -0.013 -0.022 0.39
H -3.421561 -2.539338 4.596413 0.045 0.065 0.009 0.27
H -3.879036 -3.547473 1.748645 -0.001 -0.061 0.019 0.31
H -4.625129 -2.119900 2.470159 -0.005 0.000 0.023 0.33
H -5.031204 -3.733291 3.077564 0.004 -0.018 -0.001 0.40
H -1.721800 -2.547352 2.356177 0.006 -0.021 0.002 0.33
C 5.318931 2.188159 -3.472792 0.063 -0.130 -0.038 -0.95
C 6.577449 2.785947 -2.859636 -0.120 0.192 -0.118 0.32
C 6.326199 4.187864 -2.323674 0.059 0.005 0.030 -1.17
O 7.640489 2.791082 -3.803743 0.002 -0.097 0.073 -0.54
H 4.988214 2.796933 -4.319710 -0.006 0.052 0.026 0.28
H 5.515297 1.182282 -3.844364 0.011 -0.005 0.022 0.32
H 4.514213 2.140495 -2.736933 0.004 0.015 0.028 0.17
H 6.921012 2.144569 -2.047471 0.048 -0.024 -0.007 0.30
H 6.023068 4.854442 -3.137027 -0.043 -0.015 -0.004 0.31
H 7.234332 4.596093 -1.882530 0.004 -0.015 0.014 0.33
H 5.540625 4.188121 -1.565241 -0.003 -0.006 -0.005 0.29
H 7.386828 3.352506 -4.544372 0.033 0.017 -0.007 0.34
C 1.320888 -7.183807 1.362401 -0.065 0.063 -0.080 -1.39
C 0.247234 -6.961281 2.416576 0.141 -0.233 0.019 0.60
C 0.588987 -7.656114 3.725218 -0.097 0.039 0.049 -1.27
O -1.025423 -7.394420 1.937498 -0.020 0.166 -0.004 -0.56
H 1.416512 -8.249698 1.139582 0.037 -0.016 0.046 0.35
H 1.057923 -6.673805 0.435384 -0.002 0.017 0.010 0.34
H 2.290994 -6.816948 1.699969 0.004 -0.015 0.015 0.36
H 0.132991 -5.890612 2.596709 -0.050 0.020 -0.012 0.21
H 0.663490 -8.735889 3.571313 0.056 -0.002 -0.020 0.34
H -0.191098 -7.479407 4.465701 0.002 0.023 -0.002 0.31
H 1.538575 -7.301722 4.127920 0.012 -0.008 -0.012 0.37
H -0.970611 -8.340884 1.766517 -0.023 -0.009 0.003 0.34
```
Positions in Å, forces in eV/Å.

Properties
Total charge: +1
E_tot in a.u.: -1952.3955
2S+1: 1